#a
{
  "formula": "C17H26N2O3",
  "method": "ωB97M-V with the def2-TZVPD basis set",
  "multiplicity": 1,
  "homo_ha": -0.2933,
  "e_lumo_ha": 0.01647,
  "species": ["O", "O", "O", "N", "N", "C", "C", "C", "C", "C", "C", "C", "C", "C", "C", "C", "C", "C", "C", "C", "C", "C", "H", "H", "H", "H", "H", "H", "H", "H", "H", "H", "H", "H", "H", "H", "H", "H", "H", "H", "H", "H", "H", "H", "H", "H", "H", "H"],
  "xyz": [[-1.83172, 1.28366, 1.69334], [-2.08767, 5.93359, 1.36852], [-0.86731, -2.06712, 1.92099], [1.04644, -1.06027, 1.26503], [0.46706, 0.15556, 1.31178], [1.03712, -3.47192, 1.46928], [0.84605, -2.00752, -4.90627], [-1.89956, 3.58975, 1.51270], [-0.44801, -2.80556, -2.85744], [0.26964, -4.48273, 0.60974], [0.91422, -2.42599, -3.43712], [0.21353, 2.46453, 1.10516], [1.02668, 1.25855, 0.98481], [0.77668, 3.72559, 0.88391], [0.04180, 4.88570, 0.96873], [-0.42238, -2.98040, -1.33857], [2.44441, 1.38783, 0.48520], [-1.31544, 4.82177, 1.28036], [-1.16308, 2.40904, 1.44092], [0.37145, -4.20614, -0.89066], [0.28634, -2.15984, 1.57915], [0.45318, -3.14956, -5.83581], [0.12994, -1.18962, -5.01433], [2.46134, 1.96067, -0.43922], [-0.77733, -4.46841, 0.91692], [2.04277, -3.32362, 1.07123], [1.42347, -4.09115, -1.16240], [-1.16242, -2.01600, -3.10233], [-0.80151, -3.72992, -3.31685], [-1.22686, 0.50815, 1.65270], [-0.55903, -3.48729, -5.63080], [1.12332, -3.86959, 2.48342], [-1.44732, -3.07833, -0.97516], [0.66924, -5.47942, 0.80967], [-1.55460, 6.71783, 1.18926], [1.82488, 3.80982, 0.64645], [1.82651, -1.62924, -5.20723], [1.13046, -3.99201, -5.71130], [2.89521, 0.41772, 0.28448], [0.49813, -2.82451, -6.87287], [-2.94609, 3.53027, 1.76109], [-0.00662, -2.07707, -0.89062], [2.01608, -1.17408, 0.97914], [3.05757, 1.89936, 1.22578], [-0.01143, -5.07868, -1.42578], [0.51401, 5.84294, 0.79400], [1.60558, -3.26561, -3.34148], [1.31936, -1.59122, -2.85809]]
}

=====

#b
{
  "formula": "C17H26N2O3",
  "method": "ωB97M-V with the def2-TZVPD basis set",
  "multiplicity": 1,
  "homo_ha": -0.3251,
  "e_lumo_ha": 0.02111,
  "species": ["O", "O", "O", "N", "N", "C", "C", "C", "C", "C", "C", "C", "C", "C", "C", "C", "C", "C", "C", "C", "C", "C", "H", "H", "H", "H", "H", "H", "H", "H", "H", "H", "H", "H", "H", "H", "H", "H", "H", "H", "H", "H", "H", "H", "H", "H", "H", "H"],
  "xyz": [[-0.95066, -3.90701, -1.52196], [-3.09826, -3.18467, 2.21271], [-2.89078, -4.18049, 0.24628], [-0.72833, -2.23212, -0.01858], [-0.47004, -1.85553, -2.30043], [-0.39034, 1.68018, -3.29382], [-0.15843, -0.48866, -2.27780], [0.98942, 1.41733, -1.36794], [-0.45951, 4.52582, -1.80163], [-0.92751, -3.09096, 1.14005], [-0.41425, -2.43069, 2.41740], [-0.72309, -2.72191, -1.27826], [0.44532, 2.24796, -2.33792], [1.39505, -2.20027, 4.12787], [0.72607, 3.72153, -2.35491], [-0.76490, 4.23538, -0.33227], [1.04533, -2.75766, 2.74967], [-2.42450, -3.48229, 1.26587], [-0.68961, 0.33340, -3.26923], [2.00406, -2.20209, 1.69968], [0.70341, 0.06406, -1.33594], [0.30198, 4.76592, 0.61837], [1.15526, -3.84730, 2.77995], [0.90922, 4.04276, -3.38295], [1.92246, -1.11743, 1.65218], [-0.87762, 3.15774, -0.19371], [-0.24837, 5.59086, -1.91986], [0.00864, 4.58881, 1.65054], [-1.33780, -0.09287, -4.02115], [-0.76171, -1.23616, 0.13001], [1.79286, -2.61797, 0.71747], [-0.54085, -1.34795, 2.34285], [-1.05170, -2.76912, 3.23665], [1.18179, -0.56582, -0.60282], [-0.81003, 2.30251, -4.07058], [3.03078, -2.45215, 1.95736], [2.42122, -2.44687, 4.38958], [-1.34519, 4.29282, -2.39711], [0.73776, -2.61579, 4.88744], [1.62107, 3.93763, -1.77120], [0.43587, 5.83672, 0.48005], [-2.20785, -4.30972, -0.46874], [1.66314, 1.82753, -0.62971], [-1.72030, 4.70137, -0.08047], [-0.66656, -2.25182, -3.20972], [1.25828, 4.27715, 0.45143], [1.28937, -1.11750, 4.13818], [-0.38017, -4.02466, 0.94712]]
}

=====

Energies relative to the most stable structure are #a 186.5; #b 0.0, reported in kJ/mol.

=====

#a
{
  "formula": "C2H6N2O2",
  "method": "ωB97M-V with the def2-TZVPD basis set",
  "multiplicity": 1,
  "homo_ha": -0.2800,
  "e_lumo_ha": 0.02670,
  "species": ["O", "O", "N", "N", "C", "C", "H", "H", "H", "H", "H", "H"],
  "xyz": [[1.89283, 1.00829, -0.08067], [-1.90698, 1.10549, -0.27625], [-0.88560, -1.39609, 0.07117], [-0.80230, 0.89549, 0.58781], [-0.10174, -0.26143, 0.22005], [1.17624, -0.18215, -0.20451], [-0.39261, -2.26767, 0.18925], [-1.79441, -1.30033, 0.50451], [-0.20859, 1.72193, 0.56979], [-1.56420, 0.91931, -1.21141], [2.83263, 0.83486, 0.00898], [1.75476, -1.07770, -0.37871]]
}

=====

#b
{
  "formula": "C2H6N2O2",
  "method": "ωB97M-V with the def2-TZVPD basis set",
  "multiplicity": 1,
  "homo_ha": -0.3783,
  "e_lumo_ha": 0.03264,
  "species": ["O", "O", "N", "N", "C", "C", "H", "H", "H", "H", "H", "H"],
  "xyz": [[1.64128, -1.21104, 0.27769], [-2.58621, -0.18489, -0.62812], [1.41975, 1.05657, -0.19324], [-1.11192, -0.91143, -0.62725], [0.88382, -0.06554, 0.55103], [-0.59754, -0.22948, 0.27666], [-1.60517, 0.35799, 0.58947], [1.81689, 1.74903, 0.42854], [0.98792, 0.08035, 1.63300], [0.75629, 1.52776, -0.79633], [1.66579, -1.32657, -0.68180], [-3.27090, -0.84276, -0.82965]]
}

=====

Energies relative to the most stable structure are #a 0.0; #b 88.4, reported in kJ/mol.

=====

#a
{
  "formula": "C2H6N2O2",
  "method": "ωB97M-V with the def2-TZVPD basis set",
  "multiplicity": 1,
  "homo_ha": -0.3429,
  "e_lumo_ha": 0.02445,
  "species": ["O", "O", "N", "N", "C", "C", "H", "H", "H", "H", "H", "H"],
  "xyz": [[-2.04166, -0.58103, 2.26070], [1.09261, 0.54949, 0.01515], [1.23081, 2.29355, -1.43225], [-0.52636, -1.65577, 0.94698], [0.93786, 1.02485, -1.13690], [-1.70949, -1.58814, 1.58913], [1.89059, 2.72198, -0.77829], [0.52923, 0.45401, -2.00573], [-0.38356, -2.46606, 0.33907], [1.12086, 2.67851, -2.37366], [-2.29753, -2.53723, 1.62270], [0.15664, -0.89419, 0.95306]]
}

=====

#b
{
  "formula": "C2H6N2O2",
  "method": "ωB97M-V with the def2-TZVPD basis set",
  "multiplicity": 1,
  "homo_ha": -0.3177,
  "e_lumo_ha": 0.00586,
  "species": ["O", "O", "N", "N", "C", "C", "H", "H", "H", "H", "H", "H"],
  "xyz": [[-2.18379, 0.61570, 0.13341], [0.00445, -0.86911, 0.97729], [0.44232, 1.34551, 0.16611], [1.59596, -0.47275, -0.60638], [-1.59563, -0.43036, -0.08154], [0.47358, -0.03598, 0.11490], [0.49024, 1.79804, 1.06593], [2.42481, 0.09857, -0.52955], [-0.30626, 1.75440, -0.38506], [-1.45657, -1.03542, -0.98200], [1.73398, -1.47207, -0.61362], [-1.62309, -1.29652, 0.74052]]
}

=====

Energies relative to the most stable structure are #a 0.0; #b 331.9, reported in kJ/mol.

=====

#a
{
  "formula": "C2H6N2O2",
  "method": "ωB97M-V with the def2-TZVPD basis set",
  "multiplicity": 1,
  "homo_ha": -0.3373,
  "e_lumo_ha": -0.01104,
  "species": ["O", "O", "N", "N", "C", "C", "H", "H", "H", "H", "H", "H"],
  "xyz": [[1.65162, -1.60854, -0.18725], [-1.40226, 1.45363, 0.31859], [1.16809, -0.47303, -0.09424], [-1.72541, 0.52512, -0.43140], [1.96495, 0.69337, -0.09750], [-1.94163, -0.72153, 0.15842], [1.31013, 1.47405, -0.71589], [1.95476, 1.17800, 0.92288], [-1.43148, -1.32035, -0.72830], [2.95099, 0.68265, -0.52663], [-2.96273, -1.05676, 0.16321], [-1.53704, -0.82661, 1.21810]]
}

=====

#b
{
  "formula": "C2H6N2O2",
  "method": "ωB97M-V with the def2-TZVPD basis set",
  "multiplicity": 1,
  "homo_ha": -0.3701,
  "e_lumo_ha": 0.02016,
  "species": ["O", "O", "N", "N", "C", "C", "H", "H", "H", "H", "H", "H"],
  "xyz": [[-3.04663, -0.35109, 1.16173], [0.59116, -1.47017, 0.64873], [-1.26463, 0.57990, 0.16265], [-1.92883, -0.32374, 0.74108], [1.51334, 0.25887, -0.93334], [1.08162, -0.39878, 0.41678], [-1.42711, -1.21818, 0.56307], [2.61702, 0.19753, -0.98533], [1.04677, -0.11561, -1.85211], [1.22434, 0.19134, 1.25123], [-1.78508, 1.33533, -0.10381], [1.37804, 1.31460, -1.07068]]
}

=====

Energies relative to the most stable structure are #a 209.1; #b 0.0, reported in kJ/mol.

=====

#a
{
  "formula": "C2H6N2O2",
  "method": "ωB97M-V with the def2-TZVPD basis set",
  "multiplicity": 1,
  "homo_ha": -0.3557,
  "e_lumo_ha": 0.02063,
  "species": ["O", "O", "N", "N", "C", "C", "H", "H", "H", "H", "H", "H"],
  "xyz": [[-0.77580, 0.74665, -3.42102], [1.38764, -0.54182, 0.55038], [0.52730, 0.56719, 2.24012], [-1.14311, -0.05748, -1.32854], [-0.79831, -0.19755, -2.59885], [1.32606, -0.32487, 1.74361], [1.98043, -0.80737, 2.50956], [0.53479, 0.86958, 3.21738], [-1.24077, -0.87388, -0.71986], [-1.03624, 0.87466, -0.92083], [-0.66949, -1.28067, -2.83957], [-0.09250, 1.02555, 1.56761]]
}

=====

#b
{
  "formula": "C2H6N2O2",
  "method": "ωB97M-V with the def2-TZVPD basis set",
  "multiplicity": 1,
  "homo_ha": -0.3290,
  "e_lumo_ha": 0.03341,
  "species": ["O", "O", "N", "N", "C", "C", "H", "H", "H", "H", "H", "H"],
  "xyz": [[2.60439, -0.47411, 0.11783], [-1.49587, -1.21326, 0.31569], [-0.74262, -0.24896, -0.48994], [1.46446, 0.27708, -0.00215], [0.58410, -0.59768, -0.27648], [-1.05300, 1.03494, 0.10957], [-0.44633, 1.79811, -0.38663], [-0.82682, 1.04113, 1.18499], [3.35370, 0.18484, 0.10060], [0.89050, -1.69062, -0.22752], [-2.26185, -1.33938, -0.28960], [-2.07066, 1.22791, -0.15637]]
}

=====

#c
{
  "formula": "C2H6N2O2",
  "method": "ωB97M-V with the def2-TZVPD basis set",
  "multiplicity": 1,
  "homo_ha": -0.3520,
  "e_lumo_ha": 0.00716,
  "species": ["O", "O", "N", "N", "C", "C", "H", "H", "H", "H", "H", "H"],
  "xyz": [[-1.20290, -1.57332, -0.81794], [0.10255, -0.45538, 1.75870], [1.22215, 1.15730, -1.28500], [0.51593, 0.54764, 0.88095], [0.35990, 0.47914, -0.49952], [-0.81094, -0.18590, -0.87259], [-0.44516, -1.87643, -0.03000], [-1.43714, 0.28018, 0.02238], [-0.99017, 0.19673, -1.95929], [-0.83383, -0.30850, 2.17713], [2.07514, 1.11056, -0.60699], [1.44447, 0.62798, 1.23218]]
}

=====

Energies relative to the most stable structure are #a 0.0; #b 380.3; #c 482.0, reported in kJ/mol.